C15H55N19O12 | ωB97M-V with the def2-TZVPD basis set

ORCA input file:
```
! RIJCOSX wB97M-V def2-TZVPD def2/J DEFGRID3
* xyz 0 1
C -21.053 -28.430 -6.305
O -20.570 -29.117 -5.207
H -22.126 -28.349 -6.132
H -20.627 -27.431 -6.403
H -20.872 -29.061 -7.175
H -20.830 -30.036 -5.299
C -26.890 -26.664 -11.420
O -26.147 -25.938 -12.398
H -26.618 -26.437 -10.389
H -27.967 -26.531 -11.516
H -26.665 -27.717 -11.594
H -26.552 -25.069 -12.341
C -21.173 -28.585 -12.159
O -20.770 -27.436 -12.410
N -20.420 -29.584 -11.900
N -22.404 -28.906 -12.321
H -20.848 -30.482 -11.722
H -19.440 -29.356 -11.823
H -22.771 -29.743 -11.890
H -23.028 -28.121 -12.442
C -23.849 -21.912 -1.627
O -22.929 -21.481 -2.265
N -25.063 -21.580 -1.986
N -23.874 -22.775 -0.622
H -25.178 -20.981 -2.790
H -25.873 -21.756 -1.408
H -24.790 -23.069 -0.315
H -22.974 -23.051 -0.257
C -26.718 -20.557 -12.814
O -27.317 -21.460 -12.227
N -25.900 -19.710 -12.211
N -26.942 -20.221 -14.074
H -25.514 -18.889 -12.654
H -25.648 -20.092 -11.311
H -26.611 -19.335 -14.428
H -27.396 -20.950 -14.605
C -30.495 -22.118 -7.607
O -31.301 -21.891 -6.746
N -30.816 -22.517 -8.808
N -29.198 -21.998 -7.386
H -31.689 -23.024 -8.770
H -30.096 -22.629 -9.508
H -28.975 -21.575 -6.496
H -28.553 -22.250 -8.121
C -20.118 -19.123 -9.264
O -20.372 -17.944 -9.233
N -19.531 -19.760 -8.285
N -20.374 -19.927 -10.259
H -19.234 -20.717 -8.408
H -19.507 -19.339 -7.368
H -20.286 -20.927 -10.151
H -20.989 -19.589 -10.985
C -16.663 -24.436 -10.043
O -17.684 -24.322 -9.406
N -16.619 -24.903 -11.287
N -15.475 -24.262 -9.515
H -17.475 -25.072 -11.795
H -15.725 -25.188 -11.662
H -14.739 -24.754 -10.000
H -15.532 -24.058 -8.528
C -23.033 -23.311 -8.247
O -24.019 -22.620 -8.207
N -22.691 -23.940 -9.296
N -22.205 -23.425 -7.250
H -21.764 -24.326 -9.411
H -23.391 -24.012 -10.021
H -21.269 -23.794 -7.346
H -22.447 -23.021 -6.356
C -19.101 -25.787 -0.414
O -19.482 -25.049 0.502
N -17.920 -26.422 -0.349
N -19.779 -26.005 -1.512
H -17.507 -26.638 -1.244
H -17.371 -26.260 0.483
H -20.645 -25.514 -1.683
H -19.569 -26.789 -2.113
C -25.560 -17.415 -6.237
O -26.473 -18.010 -5.735
N -24.615 -17.995 -6.966
N -25.491 -16.140 -6.330
H -24.477 -18.985 -7.108
H -23.860 -17.393 -7.262
H -24.948 -15.718 -7.070
H -26.253 -15.596 -5.951
C -21.702 -22.606 -15.508
C -21.053 -23.196 -16.711
C -20.616 -22.105 -17.720
O -19.886 -22.629 -18.821
C -19.263 -21.720 -19.719
N -19.809 -23.790 -16.273
H -21.184 -21.707 -15.175
H -21.977 -23.293 -14.707
H -22.695 -22.290 -15.826
H -21.657 -24.004 -17.125
H -19.955 -21.388 -17.233
H -21.526 -21.599 -18.043
H -18.364 -21.269 -19.299
H -19.978 -21.043 -20.186
H -18.845 -22.258 -20.570
H -20.109 -24.175 -15.389
H -19.176 -23.060 -15.980
*
```

Its structure (SMILES) is COC[C@H](C)N.NC(N)=O.NC(N)=O.NC(N)=O.NC(N)=O.NC(N)=O.NC(N)=O.NC(N)=O.NC(N)=O.NC(N)=O.CO.CO. The value obtained for the total energy is -69331.8749 eV. The calculation puts the frontier orbital gap at 9.14 eV. The energy above the lowest of the compared OMol25 structures with the same formula, charge and spin is 678.9 kJ/mol.